2 unconnected molecules or ions with the total composition C2H6NO6 at a distorted geometry. Source: the OMol25 dataset; level of theory: wB97M-V/def2-TZVPD.

Results
orbital gap	8.97	eV
relative energy (zero: lowest compared OMol25 entry of this formula, charge and spin)	0.0	kcal/mol
E_HOMO	-5.29	eV
charge	-1
spin multiplicity	1

Each line ends with the natural charge from an NBO analysis.
Element x y z (Å)
C (0.70, 0.62, 0.24)  0.697
C (0.68, -0.20, -1.11)  0.608
N (-1.60, -0.48, 1.53)  -0.559
O (-1.53, 0.75, 2.37)  -0.654
O (1.29, 0.11, 1.15)  -0.732
O (0.11, 1.71, 0.31)  -0.772
O (1.63, -1.15, -0.99)  -0.749
O (-0.52, -0.89, -1.27)  -0.738
O (0.90, 0.56, -2.26)  -0.718
H (-2.08, -0.27, 0.64)  0.334
H (1.91, -0.98, -0.05)  0.503
H (-0.81, 1.30, 1.86)  0.486
H (-0.60, -0.61, 1.39)  0.348
H (-0.29, -1.69, -1.60)  0.467
H (0.19, 1.21, -2.21)  0.479